(1)
An isolated molecule of C9H17N3O in a non-equilibrium geometry, computed with ωB97M-V/def2-TZVPD.

The geometry in XYZ format:
```
30
Properties=species:S:1:pos:R:3:lowdin_charge:R:1
O -1.13585 3.52920 -0.37823 -0.11
N -1.81021 2.28045 -0.23125 -0.04
C -0.96496 1.10211 0.62558 -0.27
N 0.08567 1.61692 0.96052 0.11
C 1.14793 0.98795 1.74534 -0.19
C 2.24061 0.59694 0.75258 -0.13
C 1.86120 -0.81196 0.09098 -0.22
N 1.97866 -0.90697 -1.28810 -0.05
C 1.00993 -0.63038 -2.13662 -0.24
C -0.25618 -0.91653 -2.15493 -0.12
C -1.17891 -1.69316 -1.19999 -0.16
C -2.23956 -0.69501 -0.48766 -0.19
C -1.81649 -0.03658 0.80864 -0.17
H -0.57611 3.59541 -1.13366 0.06
H -2.67138 2.62458 0.21241 0.10
H 0.82831 0.25883 2.43275 0.10
H 1.52299 1.73600 2.31622 0.07
H 2.26611 1.21516 -0.15817 0.11
H 3.20844 0.60992 1.20103 0.09
H 2.40326 -1.62040 0.61651 0.12
H 0.80891 -0.88010 0.43478 0.08
H 2.95653 -0.66784 -1.53809 0.16
H 1.39852 -0.04161 -3.00728 0.13
H -0.82959 -0.66668 -3.06744 0.11
H -1.75239 -2.42235 -1.72973 0.08
H -0.64760 -2.13641 -0.30952 0.10
H -2.35125 0.10459 -1.20040 0.08
H -3.10844 -1.36044 -0.36243 0.11
H -2.75008 0.18399 1.31239 0.12
H -1.29797 -0.79710 1.49192 0.14
```

The calculation puts the strongest force on any atom at 6.30 eV/Å. The SMILES is ON/C1=N/CCCN/C=C\CCC1. The HOMO-LUMO gap comes out at 8.66 eV. For the total energy, the calculation gives -16121.509 eV.

(2)
A structure of composition C23H19CaF5NO3PTe in a non-equilibrium geometry, computed with ωB97M-V/def2-TZVPD.

The geometry in XYZ format:
```
54
Properties=species:S:1:pos:R:3:lowdin_charge:R:1
Ca 1.36584 -1.78556 -0.42697 1.29
O 3.61310 -1.35776 2.95912 0.06
C 2.82235 -1.19525 2.05094 -0.62
O 1.99103 -2.03938 1.55962 -0.24
C 2.79381 0.20946 1.39414 -0.16
C 3.62118 1.21394 1.94918 0.02
C 3.58062 2.46290 1.41541 0.01
C 2.72299 2.73891 0.32354 -0.15
C 2.61922 4.01980 -0.27146 -0.03
C 1.77202 4.22519 -1.32080 -0.07
C 0.99289 3.15930 -1.82480 -0.06
C 1.07614 1.91422 -1.27125 -0.02
C 1.94672 1.68122 -0.18012 -0.21
N 1.99691 0.42906 0.37003 0.06
H 4.25156 0.94296 2.78232 0.12
H 4.19713 3.25972 1.81561 0.12
H 3.22308 4.82892 0.12042 0.11
H 1.69613 5.20490 -1.77343 0.11
H 0.32694 3.32900 -2.66082 0.11
H 0.48709 1.09541 -1.66425 0.09
C -2.26549 -3.32896 1.24918 -0.25
P -1.36597 -1.92267 0.51740 0.96
C -2.58299 -1.31923 -0.70746 -0.38
C -2.53008 -1.84963 -1.99419 -0.11
C -3.45151 -1.46127 -2.95783 -0.08
C -4.42938 -0.53019 -2.64648 -0.08
C -4.49396 0.00420 -1.36587 -0.08
C -3.57980 -0.39075 -0.40225 -0.09
C -1.31747 -0.63431 1.80055 -0.39
C -1.09387 0.69319 1.43364 -0.12
C -0.85933 1.66246 2.39528 -0.07
C -0.83359 1.31501 3.73952 -0.08
C -1.03910 -0.00360 4.11378 -0.07
C -1.27198 -0.97505 3.14953 -0.08
H -1.65467 -3.83556 1.99571 0.04
H -2.47111 -4.03553 0.44509 0.05
H -3.20671 -3.00763 1.69605 0.06
H -1.75954 -2.56581 -2.25975 0.10
H -3.39485 -1.87976 -3.95400 0.11
H -5.14270 -0.21850 -3.39846 0.10
H -5.25951 0.72637 -1.11314 0.11
H -3.64718 0.01677 0.59691 0.10
H -1.08786 0.97968 0.38837 0.10
H -0.68623 2.68647 2.08909 0.11
H -0.64331 2.06925 4.49184 0.10
H -1.00468 -0.28536 5.15784 0.11
H -1.40270 -2.00394 3.45990 0.10
F 3.22634 -1.00140 -2.20660 -0.39
Te 2.22370 -2.13222 -3.33249 1.76
F 2.36648 -0.83169 -4.61368 -0.32
F 3.72900 -2.91095 -4.03750 -0.34
F 0.76767 -1.07707 -2.66329 -0.46
F 1.07151 -3.01166 -4.46829 -0.35
O 1.99409 -3.27763 -1.94480 -0.70
```

The calculation puts the strongest force on any atom at 1.47 eV/Å. The HOMO-LUMO gap comes out at 8.45 eV. For the total energy, the calculation gives -80405.541 eV.

(3)
The ion C12H22N with charge +1 in a non-equilibrium geometry, computed with ωB97M-V/def2-TZVPD.

The geometry in XYZ format:
```
35
Properties=species:S:1:pos:R:3:lowdin_charge:R:1
C -1.50938 -2.14931 -1.86357 0.07
C -1.75699 -1.42504 -0.81476 -0.31
C -3.15680 -1.04548 -0.41902 -0.04
C -0.51115 -1.10679 0.00765 -0.38
C 0.23145 -2.35336 0.51567 -0.02
C -0.70201 -0.12923 1.17238 -0.06
C 0.40182 0.75378 0.86310 0.00
N 0.97728 1.85371 1.30049 -0.12
C 2.16076 2.39803 0.64562 0.02
C 0.39476 2.55462 2.36206 0.01
C 0.55473 -0.14028 -0.68066 -0.31
C 1.99271 -0.56593 -0.97865 -0.01
C 0.01270 0.76940 -1.68800 -0.05
H -2.22303 -2.59313 -2.48637 0.07
H -0.49834 -2.39773 -2.09487 0.08
H -3.51379 -1.50739 0.55350 0.11
H -3.32548 -0.00035 -0.53356 0.06
H -3.80071 -1.59535 -1.16741 0.10
H 1.11803 -2.08687 0.98494 0.06
H 0.45435 -3.08071 -0.26415 0.09
H -0.37746 -2.81734 1.38338 0.14
H -0.77951 -0.45125 2.19339 0.14
H -1.58027 0.61475 1.02818 0.18
H 2.84579 1.51121 0.32802 0.13
H 2.78747 2.93225 1.31257 0.10
H 2.00514 2.86341 -0.25094 0.07
H 0.86514 3.61573 2.16166 0.16
H 0.84035 2.30706 3.26402 0.09
H -0.62137 2.41933 2.36041 0.08
H 2.38076 -0.25542 -1.94843 0.10
H 1.87486 -1.64920 -1.01964 0.08
H 2.73825 -0.38726 -0.26853 0.06
H 0.79667 1.45867 -1.79813 0.06
H -0.88180 1.45338 -1.50785 0.13
H -0.19492 0.23213 -2.65248 0.12
```

The calculation puts the strongest force on any atom at 5.19 eV/Å. As for the charge: +1. The SMILES is C=C(C)[C@]1(C)CC(=[N+](C)C)C1(C)C. The HOMO-LUMO gap comes out at 9.16 eV. For the total energy, the calculation gives -14280.885 eV.

(4)
A structure of composition H10IMnO5 in a non-equilibrium geometry, computed with ωB97M-V/def2-TZVPD.

The geometry in XYZ format:
```
17
Properties=species:S:1:pos:R:3:lowdin_charge:R:1
Mn -0.20988 -0.05244 -0.24666 -0.03
I -1.72106 -0.05003 -1.79868 0.85
O 0.85022 0.01312 1.02820 -0.10
H 1.63844 -0.51981 1.13266 0.12
H 0.68093 0.36508 1.90210 0.13
O 0.65202 -1.29367 -0.69592 -0.21
H 0.59382 -2.24910 -0.69640 0.13
H 1.49693 -1.10451 -1.10406 0.07
O -1.19063 -0.80700 0.64089 -0.28
H -1.07131 -1.69293 0.98311 0.13
H -2.04344 -0.53241 0.97787 0.12
O 0.83488 0.93235 -1.15305 -0.18
H 1.76721 0.72037 -1.19845 0.07
H 0.69211 1.54294 -1.87626 0.10
O -0.81884 1.24035 0.59876 -0.18
H -0.80191 2.07446 0.12948 0.12
H -1.34948 1.41324 1.37642 0.13
```

The calculation puts the strongest force on any atom at 19.29 eV/Å. As for the charge: +1. The HOMO-LUMO gap (spin up / spin down) comes out at 4.10 / 8.27 eV. For the total energy, the calculation gives -49798.058 eV. As for the multiplicity: 6.

(5)
A cluster of 2 separate species, H2N2O3S in total in a non-equilibrium geometry, computed with ωB97M-V/def2-TZVPD.

The geometry in XYZ format:
```
8
Properties=species:S:1:pos:R:3:lowdin_charge:R:1
N -1.50678 0.41976 0.05169 0.14
N 0.82229 -0.99360 0.16889 -0.57
O 0.61031 -1.87705 0.89344 0.07
O 0.59162 -0.84440 -1.01411 -0.03
O 1.84405 1.42987 -0.52458 -0.54
S 1.77338 0.73940 0.74153 0.96
H -2.42644 0.09280 0.37849 0.00
H -1.70843 1.03320 -0.69535 -0.03
```

The calculation puts the strongest force on any atom at 4.62 eV/Å. The HOMO-LUMO gap (spin up / spin down) comes out at 8.30 / 8.83 eV. For the total energy, the calculation gives -19983.620 eV.

(6)
The ion CH3O4S2 with charge -1 in a non-equilibrium geometry, computed with ωB97M-V/def2-TZVPD.

The geometry in XYZ format:
```
10
Properties=species:S:1:pos:R:3:lowdin_charge:R:1
O -0.73982 -0.64917 -1.27719 -0.37
S -1.28638 0.13143 -0.17427 0.40
O -2.51674 -0.38614 0.38779 -0.34
O -1.20386 1.58186 -0.40691 -0.37
O -0.23083 -0.23244 1.06945 -0.31
C 1.01585 -0.61465 0.53486 -0.54
S 1.87704 0.81626 -0.38894 0.59
H 1.67967 -0.77219 1.40097 0.08
H 0.77325 -1.17160 -0.32959 0.01
H 0.63183 1.29664 -0.81616 -0.14
```

The calculation puts the strongest force on any atom at 2.85 eV/Å. As for the charge: -1. The SMILES is O=S(=O)([O-])OCS. The HOMO-LUMO gap comes out at 8.55 eV. For the total energy, the calculation gives -30947.401 eV.